2 unconnected molecules or ions with the total composition C3H6FNO in a non-equilibrium geometry. Source: OMol25; level of theory: ωB97M-V/def2-TZVPD.

```
12
C3H6FNO, DFT ωB97M-V/def2-TZVPD
C 2.819 -0.892 -0.667
C -0.218 -1.189 -0.313
C 0.819 0.952 0.106
N 0.819 -0.460 0.310
O 3.528 0.011 -0.890
F 2.977 -2.166 -0.929
H -0.452 -0.893 -1.347
H 0.000 -2.256 -0.257
H -1.118 -1.002 0.292
H 1.838 1.297 -0.082
H 0.174 1.281 -0.719
H 0.501 1.436 1.033
```

Output
total charge = 0
highest occupied orbital energy (alpha / beta) = -8.79 / -9.06 eV
E = -347.64822 Ha
LUMO (alpha / beta) = -0.17 / -0.32 eV